Here is a molecular structure, CH7B3N4O6 at a distorted geometry from the OMol25 dataset. Energies are from ωB97M-V/def2-TZVPD.

Geometry as XYZ:
```
21
Properties=species:S:1:pos:R:3
O 1.43862 1.88881 0.37407
O -0.24919 -4.03397 -1.41330
O 3.77660 -0.45215 0.33787
O -0.80110 2.35840 0.84631
O -0.32353 0.76136 -0.80986
O 1.71552 -0.34535 -0.33147
N -0.74324 -2.13203 -0.28405
N 2.69791 -0.42835 0.74261
N -2.42629 -3.54293 -1.01874
N 0.91877 3.84750 1.82583
C -1.08083 -3.28502 -0.93562
B 0.92462 0.77670 -0.24646
B -0.92621 1.95664 -0.46283
B 0.51823 2.69845 1.04183
H 1.52245 3.57848 2.59895
H -1.41313 -1.50422 0.11516
H -1.44160 2.66144 -1.26341
H -3.13136 -2.94356 -0.63513
H 1.49225 4.43871 1.22367
H -2.70272 -4.38150 -1.49335
H 0.23428 -1.91740 -0.21208
```

Results
HOMO level	-9.77	eV
total charge	0

---

Here is 3 unconnected molecules or ions with the total composition CH7BrN3 at a distorted geometry from the OMol25 dataset. Energies are from ωB97M-V/def2-TZVPD.

Geometry as XYZ:
```
12
Properties=species:S:1:pos:R:3
Br 2.48061 0.94825 1.08635
N 1.15042 1.48425 -0.19044
N -2.60108 0.18667 0.04263
N 0.41691 -1.57502 -0.10320
C -1.45695 0.12699 0.20806
H 1.13530 -1.41120 -0.85671
H -0.11193 -2.36561 -0.16013
H 0.85473 -1.26060 0.76861
H -0.25675 -0.74530 -0.30249
H 1.59431 2.05650 -0.82255
H -3.54865 0.53068 -0.00598
H 0.34307 2.02440 0.33585
```

Results
energy relative to the best compared isomer or geometry (same formula, charge and spin)	2.4607	eV
HOMO level	-13.50	eV
total charge	+1

---

Here is a molecular structure, CH7F2N3P2 at a distorted geometry from the OMol25 dataset. Energies are from ωB97M-V/def2-TZVPD.

Geometry as XYZ:
```
15
Properties=species:S:1:pos:R:3
P 0.10985 1.78813 2.21050
P 0.36212 0.32762 -0.14623
F 1.49172 2.71034 1.82195
F 0.65977 -1.23427 -0.44624
N -3.21905 -0.43882 0.47154
N 2.25514 0.61899 -0.93158
N 0.54642 0.36647 1.45576
C 2.80231 0.09071 -1.94457
H -3.14686 -0.23637 1.44320
H -2.46441 -1.04758 0.22449
H 2.57615 -0.92762 -1.96215
H 0.69882 1.32554 3.56764
H -4.13604 -0.80591 0.23251
H 3.42920 0.46851 -2.78209
H 2.28586 1.63941 -0.93429
```

Results
energy relative to the best compared isomer or geometry (same formula, charge and spin)	2.1641	eV
HOMO level	-8.21	eV
total charge	0